DFT (wB97M-V/def2-TZVPD) results for a molecular structure, C25H50O6P2Sb2Zn.

```
86
C25H50O6P2Sb2Zn wB97M-V/def2-TZVPD
Sb 3.795 0.419 0.467
Sb 1.134 2.779 -1.704
Zn 1.235 0.355 -0.494
P -1.895 -0.634 -0.958
P -0.466 -1.588 1.462
O -0.469 -1.749 2.997
O -0.540 -0.162 -1.391
O -3.048 0.386 -1.201
O -0.503 -2.970 0.754
O -2.217 -1.985 -1.659
O 0.738 -0.759 1.088
C 2.787 5.421 0.448
C -1.965 -0.808 0.840
C 3.306 4.259 -0.129
C -2.850 2.190 -2.801
C 3.093 5.789 1.746
C -3.976 -2.998 -2.967
C 1.076 -3.816 -0.845
C -1.521 -2.188 3.946
C 4.473 3.841 1.935
C 3.939 4.985 2.500
C 0.321 -5.208 1.125
C -2.346 -0.984 4.341
C 2.939 3.937 -1.547
C 4.176 3.458 0.625
C -0.284 4.120 -0.865
C -3.526 -2.679 -1.561
C -3.457 0.827 -2.557
C 3.898 0.435 2.582
C 0.759 2.969 -3.787
C 4.862 2.242 0.065
C 5.253 -1.055 0.011
C -4.963 0.822 -2.590
C -3.338 -3.914 -0.707
C 0.693 -3.838 0.615
C -2.341 -3.332 3.388
H 1.952 -4.444 -1.005
H -3.103 2.524 -3.808
H 2.720 4.841 -2.118
H 1.128 -5.909 0.910
H -2.982 -1.242 5.190
H 0.153 -5.204 2.202
H 0.141 3.850 -3.943
H 1.306 -2.802 -1.179
H -1.713 -4.158 3.055
H -5.307 1.179 -3.562
H 6.214 -0.726 0.404
H -5.358 1.486 -1.819
H 5.323 -1.200 -1.064
H 4.964 -1.990 0.488
H -4.051 -2.105 -3.586
H 3.710 3.383 -2.081
H 1.712 3.091 -4.300
H -2.015 0.200 1.261
H -0.566 4.851 -1.621
H -3.000 -3.706 4.173
H -2.859 -3.684 0.247
H 2.693 6.706 2.161
H -4.234 -1.997 -1.085
H 4.202 5.264 3.512
H 0.172 4.623 -0.013
H -2.995 -0.663 3.521
H 0.254 -4.194 -1.455
H -2.864 -1.363 1.119
H -1.164 3.570 -0.535
H -0.943 -2.532 4.797
H -3.271 -3.686 -3.437
H 5.823 2.085 0.555
H -4.312 -4.364 -0.511
H -3.242 2.918 -2.086
H 1.486 -3.405 1.224
H -4.955 -3.476 -2.933
H -3.054 0.111 -3.273
H 5.039 2.292 -1.007
H -1.705 -0.153 4.636
H 3.421 -0.460 2.979
H 0.254 2.087 -4.173
H 3.393 1.321 2.961
H -1.762 2.149 -2.714
H 2.155 6.067 -0.154
H -0.585 -5.558 0.626
H -2.721 -4.647 -1.233
H -5.367 -0.179 -2.432
H 4.949 0.455 2.866
H 5.167 3.239 2.511
H -2.972 -3.006 2.556
```

Computed properties:
E_LUMO in eV: -5.20
Charge: +2
Orbital gap in eV: 8.10
Molar mass in g mol⁻¹: 817.5